C43H98N4O9Y | ωB97M-V with the def2-TZVPD basis set

Summary:
E_HOMO = -9.2 eV
HOMO-LUMO gap = 1.46 eV
Total charge = +1
Energy = -2630.54052 Eh

Cartesian coordinates (Å):
Y (-12.48519, 12.39988, 0.74817)
C (-13.76627, 20.34835, 6.54993)
C (-14.71138, 19.20034, 6.20687)
O (-15.38081, 19.45864, 4.99270)
H (-13.09555, 20.02695, 7.34676)
H (-14.36149, 21.22336, 6.81107)
H (-13.06640, 20.67669, 5.78151)
H (-15.45074, 19.09911, 7.00134)
H (-14.09601, 18.30625, 6.10667)
C (-8.11426, 17.11537, 4.93098)
C (-8.57142, 15.60868, 4.78870)
O (-8.70196, 15.06753, 3.52089)
H (-7.39864, 17.45397, 4.18176)
H (-7.76439, 17.29884, 5.94687)
H (-8.91990, 17.82371, 4.73781)
H (-9.55119, 15.62339, 5.26613)
H (-8.00613, 14.93032, 5.42775)
O (-6.08449, 8.78734, 4.69659)
H (-5.97531, 9.59785, 5.19396)
H (-6.04406, 8.09416, 5.35545)
O (-9.69154, 8.72548, 1.38329)
H (-8.96226, 8.73058, 2.00325)
H (-9.59935, 7.89795, 0.91112)
C (2.39540, 17.88629, 7.59544)
C (1.47460, 16.81726, 8.24885)
C (0.09921, 16.64152, 7.54067)
C (0.17847, 15.84298, 6.29247)
C (0.78631, 14.44535, 6.59655)
C (2.20315, 14.46067, 7.22352)
N (2.03138, 15.44182, 8.31434)
O (3.14856, 15.34625, 9.12642)
C (2.52780, 13.06292, 7.69185)
C (3.20039, 14.97783, 6.11767)
C (1.19145, 17.32722, 9.72454)
H (3.40058, 18.03910, 7.98836)
H (1.95655, 18.83981, 7.30163)
H (2.51632, 17.57888, 6.55670)
H (-0.69492, 16.24117, 8.17089)
H (-0.33549, 17.56890, 7.16766)
H (0.75650, 16.36089, 5.52713)
H (-0.83562, 15.77492, 5.89866)
H (0.79247, 13.95274, 5.62423)
H (0.00632, 13.99323, 7.20916)
H (3.60240, 12.98507, 7.85702)
H (2.01216, 12.90039, 8.63831)
H (2.15546, 12.28950, 7.02009)
H (2.62897, 15.59224, 5.42190)
H (3.93776, 15.56952, 6.66016)
H (3.62842, 14.21516, 5.46710)
H (1.92383, 16.98835, 10.45727)
H (0.30574, 16.87719, 10.17298)
H (1.08979, 18.40302, 9.86746)
H (2.74511, 14.86221, 9.85066)
C (-6.31270, 25.73708, -1.89516)
C (-7.65641, 25.45947, -1.24305)
C (-8.12695, 26.79206, -0.53546)
C (-8.69294, 27.98154, -1.35079)
C (-9.81152, 27.43342, -2.23779)
C (-9.41216, 26.19736, -3.10819)
N (-8.82294, 25.12741, -2.16940)
O (-8.56960, 23.94419, -2.79187)
C (-10.77551, 25.74121, -3.70005)
C (-8.44729, 26.71111, -4.25646)
C (-7.68334, 24.30668, -0.07548)
H (-5.35185, 25.41701, -1.49214)
H (-6.20667, 26.80994, -2.05585)
H (-6.29240, 25.31314, -2.89912)
H (-8.75814, 26.66525, 0.34409)
H (-7.19731, 27.14967, -0.09275)
H (-7.98988, 28.40652, -2.06716)
H (-9.10685, 28.81300, -0.78030)
H (-10.26398, 28.15838, -2.91441)
H (-10.65812, 27.11178, -1.63122)
H (-10.59154, 24.86870, -4.32694)
H (-11.48965, 25.41719, -2.94300)
H (-11.23198, 26.55012, -4.27049)
H (-7.76340, 27.55346, -4.15242)
H (-7.81523, 25.89224, -4.60002)
H (-9.17069, 26.93714, -5.03985)
H (-6.75619, 24.48362, 0.46965)
H (-7.73163, 23.28912, -0.46321)
H (-8.37772, 24.48591, 0.74539)
H (-7.94089, 24.17868, -3.47842)
C (-11.74168, 20.62170, 16.31860)
C (-11.67827, 21.43297, 15.00117)
C (-11.31648, 22.89155, 15.39618)
C (-9.74282, 23.20757, 15.69592)
C (-8.85168, 22.61817, 14.55446)
C (-9.18161, 21.24111, 14.07039)
N (-10.71472, 21.07267, 13.99194)
O (-11.11701, 19.78874, 13.30425)
C (-8.47326, 21.20819, 12.70763)
C (-8.63283, 20.19654, 15.02548)
C (-13.06228, 21.50819, 14.45381)
H (-10.86406, 20.70195, 16.96004)
H (-11.80557, 19.53398, 16.28892)
H (-12.61646, 21.02421, 16.82934)
H (-11.54087, 23.61892, 14.61600)
H (-11.90825, 23.14730, 16.27511)
H (-9.51296, 22.77281, 16.66867)
H (-9.36332, 24.21371, 15.87418)
H (-7.81071, 22.66101, 14.87484)
H (-8.97692, 23.33064, 13.73911)
H (-8.59486, 20.28675, 12.13819)
H (-9.08484, 21.72669, 11.96922)
H (-7.53963, 21.76507, 12.78711)
H (-7.55247, 20.06887, 14.95751)
H (-8.80160, 20.54957, 16.04283)
H (-9.19372, 19.28150, 14.83524)
H (-13.11127, 22.18456, 13.60045)
H (-13.78562, 21.91680, 15.15943)
H (-13.47300, 20.63949, 13.93923)
H (-11.64877, 20.12171, 12.57764)
C (-14.40600, 12.92788, 12.33965)
C (-13.52986, 11.70417, 12.54363)
C (-13.43477, 11.00565, 11.09906)
C (-12.41611, 9.85586, 11.21036)
C (-11.10541, 10.33539, 11.76744)
C (-11.14447, 11.10337, 13.18107)
N (-12.19842, 12.08761, 13.04954)
O (-12.13154, 13.09779, 14.09072)
C (-11.25200, 10.05712, 14.23023)
C (-9.73401, 11.91769, 13.23514)
C (-14.39151, 10.81887, 13.49706)
H (-13.88368, 13.67282, 11.73935)
H (-14.52609, 13.57141, 13.21118)
H (-15.31004, 12.82737, 11.73905)
H (-14.31160, 10.39709, 10.87788)
H (-13.23809, 11.67529, 10.26181)
H (-12.15274, 9.30950, 10.30470)
H (-12.81455, 9.07225, 11.85479)
H (-10.61193, 10.91172, 10.98487)
H (-10.59711, 9.38379, 11.92299)
H (-11.56046, 10.55414, 15.14998)
H (-11.95296, 9.29542, 13.88882)
H (-10.32346, 9.49205, 14.31140)
H (-8.98509, 11.19529, 13.55972)
H (-9.27312, 12.23892, 12.30106)
H (-9.75266, 12.71634, 13.97669)
H (-14.08921, 9.87228, 13.94502)
H (-15.36852, 10.52164, 13.11603)
H (-14.53653, 11.28710, 14.47062)
H (-12.35023, 13.87882, 13.57712)
C (-3.91786, 17.78641, -1.82390)
C (-5.07177, 16.90362, -2.38506)
C (-5.04310, 16.88758, -3.92639)
O (-5.03558, 15.59300, -1.87324)
H (-3.73731, 17.55924, -0.77324)
H (-4.17199, 18.84638, -1.82688)
H (-3.01771, 17.70844, -2.43362)
H (-6.00857, 17.41574, -2.16539)
H (-5.97834, 16.35820, -4.10861)
H (-4.28911, 16.12981, -4.13945)
H (-5.05098, 17.75974, -4.58011)
H (-5.60424, 15.68369, -1.10512)

Atomic forces in eV per Å
Y 0.2 -0.1 0.1
C 1.0 1.2 0.0
C -2.3 0.3 -2.2
O 1.6 -0.5 2.0
H -0.4 0.0 0.4
H 0.1 -0.1 0.2
H -0.4 -0.4 -0.5
H 0.1 -0.1 0.2
H 0.3 -0.4 -0.2
C -0.5 -0.4 -0.6
C 1.0 0.7 -2.3
O -0.1 1.1 1.9
H 0.5 -0.6 0.2
H 0.2 -0.1 -0.1
H -0.5 -0.3 0.2
H -1.0 -0.3 0.3
H 0.3 -0.2 0.3
O -0.1 0.0 -0.3
H 0.1 0.2 0.1
H 0.0 -0.2 0.1
O -0.3 0.3 -0.1
H 0.3 0.0 0.2
H 0.0 -0.2 -0.1
C -0.3 -0.7 -2.1
C -0.6 0.8 1.3
C 0.1 1.3 -0.3
C 0.8 -1.1 -0.2
C -0.9 0.8 -1.3
C -1.9 1.7 -2.3
N -0.7 -0.6 0.0
O 0.8 0.3 0.9
C 0.2 0.3 1.0
C -0.8 -0.1 0.7
C 0.0 -1.1 0.3
H -0.3 -0.2 0.4
H -0.5 0.3 1.2
H 0.6 -0.6 -0.2
H 0.5 -0.3 0.5
H 0.3 0.7 0.6
H 0.1 0.1 0.0
H 0.0 -0.4 -0.2
H 0.2 -0.6 0.1
H 0.4 -0.6 0.4
H -0.1 -0.3 0.0
H 0.0 -0.1 0.2
H 0.2 0.2 -0.3
H 0.3 0.4 0.2
H 0.3 -0.1 -0.5
H 0.2 -0.3 0.5
H 0.6 0.2 -0.4
H -0.5 -0.1 -0.5
H 0.1 0.0 -0.6
H 0.7 0.0 0.5
C 0.2 0.0 -1.4
C -3.3 0.2 1.8
C 1.2 1.0 0.7
C -0.6 -1.2 -1.6
C -0.2 -0.9 0.1
C 0.7 1.2 1.4
N -0.4 2.3 1.1
O 0.0 -1.0 -1.1
C 1.1 -0.9 0.0
C -1.1 -1.3 -0.1
C 1.2 1.8 -0.9
H -0.4 -0.3 0.8
H 0.0 0.1 0.0
H 0.0 -0.1 -0.2
H -0.4 -0.6 -0.3
H 0.2 0.2 0.3
H 0.5 0.1 0.3
H 0.3 -0.2 0.5
H 0.3 0.3 -0.1
H 0.0 -0.1 0.3
H -0.2 0.1 -0.3
H 0.3 0.1 0.3
H 0.2 -0.1 -0.1
H -0.4 0.1 0.8
H -0.1 -0.2 -0.3
H 0.5 0.2 -0.4
H 0.5 -0.5 -0.2
H 0.0 0.2 0.0
H -0.8 0.0 -0.7
H 0.5 -0.5 -0.6
C 0.4 -0.3 0.3
C 1.5 0.4 1.4
C 2.2 1.5 0.4
C -0.6 -2.2 0.0
C -1.3 1.8 1.4
C -1.0 -0.8 0.0
N 0.6 -0.6 -2.6
O 1.1 1.3 1.4
C -2.2 -0.2 -1.0
C -0.1 0.1 0.3
C -1.3 0.5 -1.9
H 0.1 0.8 0.0
H -0.6 0.0 -0.8
H 0.1 -0.3 0.4
H -0.5 -0.3 -0.3
H 0.0 0.1 0.0
H 0.1 -0.6 0.0
H -1.0 0.5 -0.4
H 0.1 -0.1 -0.1
H 0.1 0.0 -0.3
H 1.4 -0.8 0.8
H -0.2 1.2 0.3
H 0.3 -0.9 -0.3
H 0.0 -0.2 -0.4
H -0.2 -0.3 0.1
H 0.4 -0.2 0.2
H 0.4 0.6 0.0
H 0.1 -0.3 0.2
H 0.1 -0.7 0.9
H 0.1 0.1 -0.1
C 1.0 2.1 -0.6
C -1.6 -0.9 -0.3
C 0.8 -1.6 1.3
C 0.1 0.6 0.3
C 0.2 -0.1 1.0
C 2.2 1.2 -3.6
N 0.0 0.4 -1.0
O -1.0 -1.2 -0.5
C -0.3 -0.3 0.5
C -0.6 -1.6 0.8
C -0.1 -0.8 1.3
H 0.7 -0.1 -0.6
H -0.7 -0.7 0.5
H -0.2 -0.7 0.6
H -0.8 0.9 0.1
H 0.2 0.3 0.3
H -0.4 0.3 -0.5
H -0.3 0.1 0.2
H 0.2 0.2 0.3
H 0.9 0.3 0.1
H 0.1 -0.6 0.3
H -0.4 0.2 0.4
H 0.2 0.4 0.4
H 0.0 -0.2 0.4
H -0.9 0.4 -0.3
H -0.1 0.0 -0.2
H 1.2 -0.4 -0.9
H -0.1 0.7 -0.4
H -0.3 1.0 -0.2
H 0.2 0.3 0.1
C -0.6 -0.1 0.0
C 1.1 3.1 -1.0
C -0.8 -2.3 0.8
O -0.5 0.2 -0.1
H 0.3 -0.2 -0.1
H -0.3 0.1 -0.2
H 0.1 -0.4 0.2
H -0.3 -0.2 0.6
H -0.2 -0.1 -0.7
H 0.4 0.4 -0.7
H 0.5 0.2 0.7
H 0.1 -0.6 0.3